The following is a DFT calculation (ωB97M-V/def2-TZVPD) of C3H6N2O3 in the gas phase.

Element x y z (Å)
C: 2.714205 0.163118 -0.045344
O: 1.397670 -0.361584 0.023159
C: 0.396705 0.550507 -0.104074
O: 0.595119 1.725669 -0.260364
C: -0.913151 -0.113544 -0.014052
O: -0.951547 -1.476806 0.167746
N: -1.964187 0.601296 -0.094042
N: -3.175389 0.052263 -0.080720
H: 2.882892 0.631897 -1.016391
H: 2.863337 0.910644 0.735749
H: 3.385248 -0.680135 0.095816
H: -0.044790 -1.804277 0.210066
H: -3.908180 0.705845 0.142846
H: -3.277933 -0.904894 0.239604

Forces on the atoms, in the same order (eV/Å):
C 0.334 0.286 -0.036
O -0.571 -0.196 0.017
C 0.608 0.640 -0.031
O -0.038 -0.400 0.037
C -0.869 -0.386 0.087
O -0.251 0.343 -0.106
N 0.891 0.274 -0.012
N -0.271 -0.580 0.000
H 0.016 -0.041 0.081
H 0.018 -0.070 -0.066
H -0.034 0.041 -0.009
H 0.023 0.044 -0.008
H 0.128 -0.138 -0.008
H 0.016 0.184 0.054

Values from the calculation:
Kohn-Sham gap: 9.371 eV
energy above the lowest of the compared OMol25 structures with the same formula, charge and spin: 50.69 kcal/mol
structure (SMILES): COC(=O)/C(O)=N/N
total charge: 0
DFT total energy: -453.12025 a.u.
E_HOMO: -0.31892 Ha